(1)
{"formula": "CH4N4O", "method": "the ωB97M-V functional and the def2-TZVPD basis", "e_homo_ev": [-9.121, -9.122], "total_energy_ev": -9104.090, "charge": 0, "symbols": ["H", "N", "O", "H", "N", "C", "H", "N", "N", "H"], "positions_angstrom": [[-1.7303, -1.5618, -1.9769], [-1.0969, -3.1403, 1.2270], [-0.2479, -1.3228, -3.1584], [0.6945, -0.3527, 1.0458], [-1.0267, -0.8601, -2.3764], [0.5648, -0.3898, -0.0173], [1.3118, -0.4120, -0.8862], [-0.7344, -2.2714, 0.5987], [-0.4133, -1.4532, -0.2119], [0.0144, 0.5184, -0.3493]]}



(2)
{"formula": "C17H32AlN2O3Si2", "method": "the ωB97M-V functional and the def2-TZVPD basis", "e_homo_ev": -11.781, "total_energy_ev": -49622.316, "charge": 1, "symbols": ["H", "H", "H", "H", "C", "H", "C", "C", "H", "H", "O", "C", "C", "C", "H", "H", "H", "H", "C", "O", "C", "H", "Si", "H", "H", "Al", "H", "N", "H", "H", "H", "Si", "C", "H", "H", "C", "C", "C", "H", "H", "H", "O", "H", "H", "H", "C", "H", "N", "C", "H", "C", "C", "C", "H", "H", "H", "H"], "positions_angstrom": [[1.6010, -2.8042, -1.7075], [-1.9478, 2.9936, 0.8669], [-1.1015, -4.1729, -0.3431], [0.2176, -0.4458, 4.4505], [-1.4829, -2.2347, -2.5123], [0.9836, 3.9217, -1.0573], [2.1540, -1.9242, -1.4087], [3.4660, -1.7389, -1.7941], [-3.2842, 0.5331, -1.3996], [-0.5854, -2.5940, -3.0197], [0.2821, 0.7468, 2.7552], [-2.7050, -0.0570, -0.6852], [3.5062, 0.3222, -0.6048], [-1.7123, -1.9991, 2.0784], [0.6473, -4.3806, -0.1744], [-1.7143, -2.4644, 3.0665], [-1.8352, -0.9231, 2.2082], [0.1017, 5.2122, -1.8919], [-1.0725, 3.0431, 0.2166], [-0.1261, 2.2364, 0.3828], [1.4069, -2.4339, 2.2520], [-2.0867, 5.5722, -1.5983], [-1.1104, -0.7175, -1.4627], [-1.1203, 1.1199, -3.1957], [1.7437, -1.4320, 2.5266], [0.7288, 0.7612, 0.8924], [0.0106, 1.2924, 4.7288], [2.2250, 0.1474, -0.2515], [0.2853, 1.2711, -2.1205], [-2.4950, 0.5654, 0.1879], [-1.9028, -3.0583, -1.9358], [-0.1225, -2.3925, 1.1372], [0.0628, 4.1741, -1.5774], [2.2367, -2.9244, 1.7376], [0.2647, 0.0567, -3.3927], [1.5337, -0.9559, -0.6140], [-2.2762, 4.8161, -0.8450], [-0.2662, -4.0983, 0.3521], [-3.3446, -0.8770, -0.3526], [-0.0316, 3.5353, -2.4558], [-1.3117, 0.3487, 3.9942], [2.3338, 1.5379, 3.5314], [5.1956, -0.4472, -1.6593], [1.2247, -2.9901, 3.1734], [-2.5334, 5.3118, 0.0896], [-0.2338, 0.4669, 4.0636], [3.9860, 1.2223, -0.2413], [-1.0756, 3.9859, -0.6800], [0.1569, -0.9327, -0.0666], [-2.2096, -1.9704, -3.2843], [4.1637, -0.6004, -1.3808], [-0.3560, 0.5619, -2.6493], [1.7024, 1.2909, 2.5710], [-0.4282, -4.8378, 1.1400], [-3.1194, 4.2078, -1.1690], [-2.5882, -2.3707, 1.5421], [3.9589, -2.4768, -2.4140]]}



(3)
{"formula": "C12H36N6O6", "method": "the ωB97M-V functional and the def2-TZVPD basis", "smiles": "NC(N)=O.NC(N)=O.NC(N)=O.CC(C)O.CC(C)O.CC(C)O", "e_homo_ev": -8.195, "total_energy_ev": -34248.329, "charge": 0, "symbols": ["H", "H", "H", "H", "H", "H", "H", "C", "H", "H", "O", "H", "H", "H", "N", "H", "H", "O", "O", "H", "H", "N", "C", "H", "H", "H", "C", "H", "C", "O", "O", "C", "C", "H", "H", "N", "H", "H", "H", "H", "C", "H", "C", "C", "H", "H", "H", "C", "C", "H", "O", "H", "N", "H", "H", "H", "N", "N", "C", "H"], "positions_angstrom": [[19.7170, 20.3980, -15.1770], [20.9840, 26.3350, -14.8340], [17.6910, 28.0630, -15.4850], [21.7700, 24.3780, -14.5030], [20.8630, 24.1740, -12.7900], [17.6240, 23.7250, -20.0820], [19.3300, 22.2530, -17.2070], [17.5060, 27.0020, -15.2030], [21.7220, 19.4420, -17.2760], [17.7240, 23.7580, -11.2630], [17.7370, 24.4290, -17.5040], [19.2000, 23.2600, -19.3630], [19.9770, 26.8400, -16.2620], [17.9770, 22.0800, -19.6910], [21.0660, 23.5510, -15.7830], [17.2380, 26.4090, -16.0740], [19.2160, 18.2160, -15.9620], [22.8440, 24.1270, -17.2180], [18.8310, 26.3240, -13.3750], [20.2690, 27.8620, -14.7810], [20.0630, 19.8390, -17.4000], [20.5360, 24.6340, -17.4820], [21.5350, 24.1570, -16.8150], [20.0950, 23.4960, -15.5830], [16.4940, 23.1240, -17.8990], [20.8480, 17.6240, -16.0430], [18.7210, 26.3170, -14.6140], [18.0630, 21.2350, -17.3690], [18.1140, 23.0660, -19.3740], [21.4760, 19.7360, -14.6390], [19.4490, 22.4580, -13.8080], [20.0670, 26.8760, -15.1660], [20.1620, 18.2580, -15.4470], [19.9680, 24.4940, -11.3830], [24.0150, 23.9670, -11.8260], [23.6710, 23.1920, -12.3750], [17.3170, 22.4460, -12.2780], [20.8400, 24.9760, -18.3490], [21.5800, 20.5920, -14.2080], [19.2230, 25.4690, -13.1020], [17.5720, 23.2960, -17.9950], [21.6960, 22.8720, -15.2760], [19.0940, 23.2980, -12.7610], [20.9590, 20.1260, -16.8340], [18.0180, 22.2860, -16.0170], [24.1560, 22.2490, -12.3800], [19.9670, 17.7870, -14.4630], [22.6930, 23.1980, -13.1630], [18.2520, 22.2600, -17.0930], [22.6030, 25.2130, -13.1390], [22.2590, 22.0200, -13.7560], [19.4800, 24.5740, -17.2660], [18.0050, 23.1660, -12.1240], [21.1770, 21.1870, -17.0310], [16.6970, 27.0030, -14.5150], [18.6300, 25.3150, -14.9020], [22.1880, 24.3340, -13.5060], [19.9220, 24.1550, -12.3360], [20.5590, 19.7220, -15.4400], [16.8880, 24.5550, -16.9910]]}



(4)
{"formula": "C35H50As3N4O3PtS2", "method": "the ωB97M-V functional and the def2-TZVPD basis", "e_homo_ev": [-9.127, -10.432], "total_energy_ev": -256636.020, "s_squared": 2.01, "charge": 1, "multiplicity": 3, "symbols": ["H", "O", "H", "C", "H", "H", "H", "C", "Pt", "C", "H", "H", "C", "N", "H", "S", "C", "As", "H", "C", "C", "H", "C", "C", "H", "H", "C", "H", "H", "C", "H", "C", "O", "H", "C", "H", "H", "H", "H", "H", "H", "H", "H", "C", "H", "H", "H", "H", "C", "C", "H", "C", "C", "H", "H", "N", "H", "C", "H", "C", "C", "As", "H", "C", "O", "C", "H", "C", "H", "H", "H", "H", "H", "H", "C", "C", "C", "C", "H", "H", "N", "C", "H", "C", "H", "H", "S", "C", "H", "As", "C", "N", "H", "H", "C", "C", "C", "H"], "positions_angstrom": [[-3.8007, -4.1665, 4.5566], [2.4696, -0.1435, 0.3528], [-0.1773, 0.4454, -3.5441], [-3.1960, -2.0240, 0.1849], [0.3774, -3.7653, -1.8840], [-2.0706, 4.9899, -2.2753], [4.1281, -2.1787, 2.7820], [0.2273, -3.8631, -0.8147], [0.0458, -0.1797, 0.2748], [-0.1834, 3.2872, -0.7106], [-1.4816, -3.5244, 4.0569], [3.4333, 3.2305, 3.5634], [5.2483, 0.6772, -3.2270], [-0.1480, -3.9893, 1.8986], [-4.2323, -2.0799, -0.1500], [-0.3306, -1.0294, 3.2448], [-2.5741, 0.4583, -4.4763], [0.2825, 1.5466, -1.4125], [4.0215, -2.7039, -1.8308], [-4.6011, -2.1917, 4.2429], [3.4194, 1.1417, 3.0962], [5.6084, 1.6203, -3.6167], [4.3589, -1.7480, -2.2157], [-0.0955, -5.0996, 1.1674], [-4.1183, 1.7074, -2.4593], [2.7283, 2.0440, -1.2888], [-0.7314, 1.2540, -3.0553], [7.1925, 1.2186, 3.9171], [-6.5577, -1.8345, 4.7215], [2.0615, 1.8069, -2.1142], [-5.0760, 5.3364, -3.3710], [3.5339, -1.2942, 2.5388], [-0.3202, 0.3949, 2.9480], [5.2560, -0.1282, 0.6596], [-2.5376, -0.3394, -2.1641], [-4.8434, 0.6459, -0.3889], [2.0510, 2.6143, -2.8469], [-2.6025, -2.7728, -0.3364], [5.6828, 1.1876, -1.1888], [-3.1496, -2.1989, 1.2592], [4.7025, -0.0960, -5.1518], [-1.1460, 3.2490, -0.2043], [-5.0601, -0.1162, 3.9063], [4.0265, 2.3294, 3.4752], [-4.3349, 0.5132, 1.3080], [2.4038, 0.8802, -2.5724], [0.1548, -6.0205, -0.7689], [-3.5324, -0.7080, -2.4337], [4.9059, -1.0184, 0.1368], [5.2960, 0.4318, -1.8621], [-2.7296, 0.5095, 3.3758], [4.1747, -0.0240, 2.9951], [-3.5710, -3.1437, 4.2844], [-0.2160, -6.0310, 1.7095], [5.5444, -1.8610, 0.4150], [0.0030, -1.6226, 1.7804], [-2.0817, -0.4862, -4.7175], [-4.2816, -0.8699, 3.9123], [5.8532, 3.2920, 4.0595], [4.8558, -0.7819, -1.3471], [0.1033, -5.1022, -0.2047], [-3.3807, 3.5468, -3.9472], [-3.6511, 0.3168, -4.5884], [-4.0306, 0.8321, 0.3134], [0.5601, -1.5523, 4.2381], [5.3844, 2.3639, 3.7599], [3.9161, -2.2596, -4.2471], [-2.0160, 4.8277, -3.3521], [-0.2113, 4.0272, -1.5076], [6.1230, -0.8949, 3.2378], [-2.2624, 1.2010, -5.2099], [2.5407, -1.4328, 2.9703], [-0.5803, 2.1436, -3.6749], [-3.7919, 1.8919, 0.3271], [-0.0037, -2.8521, 1.2270], [-3.1014, 2.0781, -2.6283], [4.2980, -1.4989, -3.5785], [4.7428, -0.2861, -4.0874], [-1.0160, 4.4963, -3.6311], [-1.8323, -1.1435, -2.4032], [0.1616, -2.7392, -0.1168], [-2.2694, -2.7862, 4.0043], [0.5812, 3.5628, 0.0149], [-4.8550, 4.3596, -2.9433], [-2.7731, 2.5226, -1.6834], [2.3541, 1.1119, 2.9002], [3.2465, -1.3815, 0.7465], [5.5340, 0.0138, 3.2936], [-5.7444, 3.7375, -3.0317], [-2.4961, -0.2553, -0.2073], [6.1379, 1.2023, 3.6761], [-5.9008, -2.5595, 4.4902], [-6.0564, -3.4294, 4.9697], [-2.2031, 5.7745, -3.8580], [-2.2254, 0.8908, -3.0405], [-2.9784, -0.5163, 3.6168], [-1.9736, -1.4710, 3.6515], [-4.5965, 4.4816, -1.8908]]}



Which formula does entry 4 have? C35H50As3N4O3PtS2